Below is one molecule with the formula C2H4ClNO at a distorted geometry, with properties calculated with the ωB97M-V functional and the def2-TZVPD basis.

The geometry in ORCA input format:
```
! wB97M-V def2-TZVPD RIJCOSX def2/J DEFGRID3
* xyz 0 1
N -1.041 -1.239 -0.122
O -2.202 -1.178 0.118
C -0.269 0.176 -0.367
Cl -1.461 1.514 0.032
H 0.975 0.690 1.200
H 1.233 -0.907 0.660
H -0.264 0.348 -1.376
C 1.089 0.105 0.226
H 1.940 0.491 -0.371
*
```

The value obtained for the LUMO energy is -0.3 eV. As for the SMILES: C[C@H](Cl)N=O. The gap between HOMO and LUMO comes out at 9.139 eV. The relative energy (zero: lowest compared OMol25 entry of this formula, charge and spin) is 74.17 kcal/mol. The value obtained for the energy is -18195.871 eV.